# 1
C52H79BrN8O2S2 | ωB97M-V with the def2-TZVPD basis set

```
144
Properties=species:S:1:pos:R:3:forces:R:3
C -4.1952 -7.3201 -0.2924 -0.2 0.5 0.2
C -3.4084 -6.1458 -0.8676 0.0 -0.4 -0.5
C -2.0231 -6.5080 -1.4121 0.1 0.3 0.3
C -1.1981 -7.3978 -0.4849 0.5 -0.3 -0.1
C 0.2482 -6.9356 -0.2568 -0.5 0.5 0.3
C 0.3882 -5.6886 0.6475 0.1 -0.4 -0.8
C 1.8724 -5.3649 0.8538 0.0 0.4 0.7
C 2.2086 -4.4650 2.0757 -0.6 0.0 -0.2
N 2.5980 -3.0730 1.7648 -0.5 -0.5 -0.1
C 3.1963 -2.3826 2.9147 0.3 0.0 0.1
C 2.3544 -2.3061 4.2033 0.2 0.6 0.4
C 2.0245 -0.8488 4.6162 -0.6 -0.6 -0.3
C 0.5983 -0.6627 5.1408 -0.4 0.5 0.1
C -0.0435 0.6385 4.6395 -0.2 -0.4 0.5
C -1.3675 0.9571 5.3638 0.2 0.4 -0.1
C -2.5122 1.2964 4.4102 -0.1 -0.2 0.2
C -3.2327 0.0562 3.8947 0.0 0.2 -0.2
C 1.6374 -2.2203 1.1497 0.6 -0.2 0.0
S 0.1324 -1.9786 1.6836 -0.2 0.0 -0.2
S 2.3119 -1.4097 -0.3285 -0.3 0.5 0.1
C 2.9463 0.1662 0.3911 -0.1 0.4 -0.1
C 2.8888 1.4508 -0.4912 0.0 -0.6 0.1
C 1.6718 1.8502 -1.3207 -0.3 -0.4 0.2
C 0.4542 2.3175 -0.5146 0.6 0.0 -0.1
N -0.4574 1.1892 -0.4146 -0.3 0.2 0.6
C -1.6573 1.4441 0.3544 0.4 -0.4 0.0
C -2.9168 1.2173 -0.4314 -1.1 0.3 0.0
O -3.9838 1.7013 -0.2177 0.8 -0.3 -0.2
Br -2.7215 -0.1244 -1.8473 -0.1 -0.1 0.0
C -0.1934 3.5703 -1.1102 0.3 0.2 0.0
N -0.8463 3.3385 -2.3571 -0.4 -0.4 0.3
C -2.0191 4.1624 -2.6528 0.1 0.2 -0.6
C -3.2218 3.3892 -3.2204 0.3 0.3 -0.1
O 0.8541 4.5533 -1.1822 -0.1 0.1 0.1
C 1.1906 5.0533 -2.4594 0.3 0.2 0.1
H -3.7668 -7.6676 0.6456 0.1 -0.2 -0.1
H -5.2028 -6.9803 -0.0508 -0.1 -0.1 -0.1
H -4.2701 -8.1460 -0.9978 0.0 -0.1 0.0
H -3.9830 -5.7409 -1.7001 -0.1 0.2 0.0
H -3.3086 -5.3558 -0.1299 0.0 0.1 0.2
H -1.4734 -5.5757 -1.5616 0.0 0.1 -0.2
H -2.1169 -6.9774 -2.3914 0.0 0.0 -0.1
H -1.6943 -7.5243 0.4774 0.0 0.1 0.1
H -1.1402 -8.3925 -0.9313 -0.1 -0.1 0.1
H 0.7998 -7.7515 0.2139 0.2 0.0 -0.2
H 0.6812 -6.6890 -1.2292 0.3 -0.2 0.0
H -0.1216 -4.8627 0.1491 -0.1 0.2 0.2
H -0.1193 -5.8841 1.5937 0.1 0.1 0.1
H 2.3093 -4.9136 -0.0366 0.0 -0.1 -0.2
H 2.3718 -6.3183 1.0364 0.2 0.0 -0.2
H 3.0522 -4.9011 2.6092 0.1 0.2 0.0
H 1.3453 -4.5200 2.7484 0.0 0.2 0.2
H 3.4256 -1.3595 2.6146 0.1 0.0 -0.2
H 4.1550 -2.8645 3.1060 0.0 -0.1 0.0
H 1.4106 -2.8337 4.1115 0.1 -0.2 -0.1
H 2.9240 -2.7624 5.0126 -0.1 -0.3 0.0
H 2.1070 -0.2419 3.7110 0.2 0.2 0.1
H 2.7279 -0.4938 5.3666 0.2 0.2 -0.2
H 0.5571 -0.6381 6.2315 0.2 -0.2 0.1
H -0.0683 -1.4732 4.8363 0.2 -0.2 0.0
H -0.2587 0.5277 3.5723 0.3 0.2 -0.1
H 0.6673 1.4493 4.8009 0.0 0.2 -0.3
H -1.2132 1.8114 6.0251 0.1 0.0 0.1
H -1.6357 0.1168 6.0079 -0.2 -0.1 0.0
H -2.1135 1.8720 3.5720 0.0 0.1 0.0
H -3.2405 1.9308 4.9168 0.0 0.1 0.0
H -3.8103 -0.4053 4.6942 0.1 -0.2 0.0
H -3.9303 0.3205 3.0993 -0.1 0.0 0.0
H -2.5353 -0.6771 3.4860 0.1 -0.1 0.0
H 4.0020 -0.0009 0.5989 0.0 0.0 0.1
H 2.4640 0.3147 1.3585 -0.3 0.0 -0.1
H 3.7350 1.3840 -1.1738 0.1 0.1 0.0
H 3.0811 2.2626 0.2128 0.3 0.1 -0.1
H 2.0083 2.6253 -1.9995 0.0 0.1 0.0
H 1.3165 1.0310 -1.9470 0.2 -0.2 -0.1
H 0.7962 2.5969 0.4909 0.0 0.3 0.0
H 0.0462 0.4704 0.0889 0.1 -0.5 -0.4
H -1.7266 0.7075 1.1589 -0.1 -0.1 0.2
H -1.6957 2.4244 0.8281 -0.1 0.1 -0.1
H -0.8861 3.9977 -0.3735 -0.2 0.0 0.0
H -1.0281 2.3539 -2.5045 0.0 0.0 0.1
H -2.3239 4.7459 -1.7811 0.1 -0.1 0.2
H -1.7296 4.8963 -3.4094 0.1 0.2 0.1
H -4.0937 3.4912 -2.5806 -0.1 -0.3 0.1
H -2.9788 2.3404 -3.3707 -0.1 -0.1 0.1
H -3.4876 3.7835 -4.1993 -0.1 0.0 0.0
H 0.3833 5.6376 -2.9035 -0.1 -0.1 -0.1
H 2.0316 5.7271 -2.2980 0.0 0.0 0.1
H 1.5230 4.2782 -3.1498 -0.2 -0.1 -0.1
C -6.9615 4.7038 1.1459 0.0 0.0 0.0
C -8.0814 4.6941 1.9625 0.0 0.0 0.0
C -8.6998 3.4793 2.2164 0.0 -0.1 0.0
N -8.2803 2.3183 1.7174 0.0 0.0 0.0
C -7.2041 2.3455 0.9331 0.0 -0.1 0.0
C -6.5106 3.5049 0.6187 0.0 0.1 0.0
H -6.4482 5.6312 0.9249 0.0 0.0 0.0
H -8.4686 5.6066 2.3951 0.0 0.0 0.0
H -9.5772 3.4283 2.8523 0.0 0.0 0.0
H -6.8822 1.3887 0.5375 0.1 0.0 0.0
H -5.6410 3.4620 -0.0193 0.0 0.0 0.0
C 3.1232 2.7379 -7.0131 0.0 0.0 0.0
C 4.2866 2.5963 -6.2725 -0.1 0.0 0.0
C 4.1766 2.1780 -4.9549 0.1 -0.1 0.0
N 3.0193 1.9099 -4.3581 0.0 0.0 0.0
C 1.9099 2.0582 -5.0813 0.0 0.0 0.1
C 1.9065 2.4652 -6.4073 0.0 0.1 0.1
H 3.1612 3.0563 -8.0470 0.0 0.0 0.0
H 5.2570 2.8039 -6.7031 0.0 0.0 0.0
H 5.0586 2.0451 -4.3386 0.1 0.0 -0.1
H 0.9796 1.8383 -4.5661 0.0 0.0 0.0
H 0.9795 2.5586 -6.9526 0.0 -0.1 0.0
C -0.8436 -1.8491 10.8063 0.0 0.0 0.0
C 0.3229 -2.5792 10.6498 0.0 0.0 0.0
C 0.6463 -3.0397 9.3821 0.0 0.0 -0.1
N -0.1017 -2.8226 8.3026 0.0 0.0 0.1
C -1.2203 -2.1197 8.4710 0.0 0.0 -0.1
C -1.6340 -1.6127 9.6934 0.0 0.0 0.0
H -1.1323 -1.4709 11.7786 0.0 0.0 0.0
H 0.9703 -2.7891 11.4901 0.0 0.0 0.0
H 1.5521 -3.6134 9.2179 0.0 0.0 0.0
H -1.8116 -1.9582 7.5758 0.0 0.0 0.0
H -2.5528 -1.0473 9.7681 0.0 0.0 0.0
C 7.2723 5.1895 -2.5818 0.0 0.0 0.0
C 7.8749 4.8806 -1.3730 0.0 0.0 0.0
C 7.2958 3.9021 -0.5788 0.0 0.0 0.0
N 6.1887 3.2416 -0.9110 0.0 0.0 0.0
C 5.6218 3.5506 -2.0760 -0.1 -0.1 0.1
C 6.1205 4.5105 -2.9441 0.0 0.0 0.0
H 7.6931 5.9475 -3.2301 0.0 0.0 0.0
H 8.7746 5.3861 -1.0499 0.0 0.0 0.0
H 7.7382 3.6302 0.3735 0.0 0.0 0.0
H 4.7182 3.0004 -2.3176 0.0 0.1 0.0
H 5.6151 4.7181 -3.8780 0.0 0.0 0.0
C -0.0256 -1.3469 -10.5165 0.0 0.0 0.0
C -0.1501 -0.0570 -11.0072 0.0 0.0 0.0
C 0.1311 1.0007 -10.1562 0.0 0.0 0.0
N 0.5126 0.8465 -8.8895 0.0 0.0 -0.1
C 0.6264 -0.3984 -8.4328 0.0 0.1 0.1
C 0.3718 -1.5243 -9.2014 0.0 0.0 0.0
H -0.2352 -2.1999 -11.1489 0.0 0.0 0.0
H -0.4583 0.1277 -12.0270 0.0 0.0 0.0
H 0.0480 2.0254 -10.5021 0.0 0.0 0.0
H 0.9380 -0.4927 -7.3975 0.0 0.0 0.0
H 0.4824 -2.5126 -8.7772 0.0 0.0 0.0
```
Forces are in eV/Å.

Output
HOMO, eV: -8.125
Net charge: 0
Structure (SMILES): CCCCCCCCN(CCCCCCCC)C(=S)SCCC[C@H](NCC(=O)Br)[C@H](NCC)OC.c1ccncc1.c1ccncc1.c1ccncc1.c1ccncc1.c1ccncc1
LUMO energy, eV: -0.50

# 2
C53H107InN5O13 | ωB97M-V with the def2-TZVPD basis set

```
179
Properties=species:S:1:pos:R:3:forces:R:3
In 1.2054 1.5172 -0.0178 0.9 0.2 0.6
C -0.4849 -1.3397 -3.6580 -0.1 -1.9 -0.1
C 0.3371 -0.8189 -2.5119 -1.2 2.8 2.2
O 1.1097 0.1360 -2.6833 2.0 1.7 -1.4
O 0.0035 -1.0828 -1.3393 -0.7 -1.7 0.7
H -1.0322 -0.6730 -4.3243 0.7 0.6 0.6
H -1.2054 -1.9751 -3.1430 -0.2 -0.3 -0.4
H 0.1371 -1.9499 -4.3129 0.0 -0.2 0.0
C -1.2516 4.2436 3.8976 1.3 0.8 0.8
C 0.1447 3.6747 3.6991 2.5 -2.5 0.6
O 1.0605 3.6907 4.6328 -3.2 0.4 -2.7
O 0.4154 3.1074 2.5650 0.2 0.5 0.9
H -1.1649 4.5816 4.9302 -0.6 0.4 0.0
H -2.1535 3.6422 3.7837 0.5 -0.4 -0.3
H -1.2473 5.0873 3.2075 -0.5 0.2 0.1
C 2.8120 6.2520 -0.2682 0.2 0.7 -0.9
C 2.2513 4.8374 -0.0453 0.5 -1.5 -0.6
O 2.6403 4.2217 0.9395 0.2 -0.1 1.1
O 1.5734 4.2939 -0.9741 -0.8 0.0 -0.4
H 2.7362 6.5741 -1.3067 -0.5 -0.2 -0.1
H 3.8874 6.3048 -0.0980 -0.1 -0.4 0.5
H 2.3511 7.0391 0.3286 -0.2 -0.4 0.3
C 3.7946 -1.1698 3.4474 -0.2 0.8 0.3
C 2.9087 -0.1591 2.6500 0.3 0.3 -2.2
O 3.2833 0.9911 2.4616 1.4 1.1 1.2
O 1.9579 -0.5874 1.9513 -2.2 -1.8 -0.8
H 4.5572 -1.5901 2.7918 0.1 0.5 -0.2
H 3.3530 -2.0461 3.9219 -0.6 0.4 -0.1
H 4.2394 -0.5011 4.1844 0.4 -0.4 0.2
C -2.1813 -2.1170 5.1899 -0.6 0.9 0.0
C -1.3342 -2.2095 6.4641 0.1 -2.3 1.2
C -0.1560 -3.2498 6.2080 1.2 1.7 -2.2
C 1.0091 -2.6006 5.3446 -2.1 1.0 0.4
C 1.3496 -1.2663 6.0940 -0.1 -0.9 -1.1
C 0.1300 -0.2135 6.2554 0.0 -1.5 1.2
N -0.8869 -0.9378 7.0547 1.1 -1.7 -0.1
O -1.8966 -0.1820 7.7484 0.2 -0.1 -1.5
C 0.6490 0.8237 7.2567 0.5 1.4 -1.3
C -0.3648 0.3929 4.8989 0.6 0.4 1.4
C -2.2305 -2.8949 7.5141 -1.0 1.3 -0.4
H -2.6407 -1.1381 5.3268 -0.4 0.1 -0.5
H -2.9896 -2.8470 5.1467 0.1 -0.2 0.2
H -1.7112 -2.1429 4.2068 0.5 0.1 0.3
H 0.4397 -3.6932 7.0059 -0.9 0.2 0.8
H -0.5435 -4.0446 5.5707 -0.4 -0.2 0.4
H 0.7207 -2.3320 4.3283 -0.5 0.0 -0.2
H 1.7264 -3.4008 5.1622 0.8 0.5 0.6
H 2.1626 -0.7673 5.5665 -0.1 0.3 0.1
H 1.7499 -1.6405 7.0363 -0.2 0.8 0.5
H -0.0092 1.6914 7.3027 -0.3 -0.1 0.2
H 0.8626 0.4581 8.2610 -0.2 -0.4 -0.2
H 1.5563 1.2804 6.8612 0.3 -0.1 0.0
H -0.9410 -0.2028 4.1908 0.8 -0.5 0.2
H -1.0705 1.1847 5.1503 0.2 0.4 0.1
H 0.5547 0.8280 4.5074 -0.4 0.2 -0.7
H -3.1018 -2.2475 7.6141 -0.2 0.2 0.2
H -1.7680 -2.8920 8.5011 0.1 -0.7 -0.1
H -2.6869 -3.8042 7.1229 0.7 -0.5 0.4
H -1.5241 -0.0461 8.6227 0.2 -0.1 0.0
C 2.3250 -7.6669 0.3072 -1.4 1.5 -0.8
C 1.6017 -6.5857 1.2512 2.5 -2.2 1.3
C 2.7043 -5.4830 1.4186 -1.0 1.7 0.3
C 2.0895 -4.1263 2.0110 0.9 -2.1 -0.3
C 0.9105 -3.7863 1.1869 -0.6 0.4 -0.9
C -0.2692 -4.8318 1.1202 0.4 0.3 -0.1
N 0.3504 -6.1150 0.6941 0.5 -0.3 -0.8
O -0.6141 -7.2086 0.5913 1.2 1.5 0.5
C -1.0312 -4.9719 2.5253 1.6 0.5 -2.0
C -1.1580 -4.4251 -0.0709 -0.7 0.3 -0.4
C 1.5444 -7.2465 2.6614 -1.4 0.7 1.2
H 1.6887 -8.4206 -0.1565 -0.4 -0.1 0.6
H 3.2129 -8.1437 0.7222 -0.1 0.3 0.2
H 2.5672 -7.0375 -0.5491 0.6 -0.2 -0.2
H 3.5693 -5.8029 1.9996 -0.4 -0.5 0.4
H 3.1795 -5.3116 0.4527 -0.4 0.5 -0.3
H 2.7846 -3.2868 1.9931 0.2 -0.2 -0.1
H 1.7447 -4.2085 3.0418 0.4 -0.4 0.3
H 1.2823 -3.6285 0.1745 -0.2 -0.2 -0.4
H 0.6696 -2.7661 1.4855 -1.1 -0.1 0.1
H -1.6989 -4.1234 2.6747 -0.2 -0.3 0.0
H -1.5061 -5.9526 2.4948 -0.4 0.3 0.5
H -0.2197 -4.9132 3.2507 -0.4 -0.3 0.4
H -1.1365 -3.3535 -0.2691 -0.3 0.3 0.6
H -0.8682 -4.7963 -1.0539 0.8 -0.5 0.3
H -2.1835 -4.7914 -0.0241 -0.2 0.2 0.5
H 2.4457 -7.7512 3.0096 0.0 -0.1 -0.5
H 0.6729 -7.8542 2.9052 0.0 -0.9 -0.8
H 1.3290 -6.5201 3.4450 0.5 0.8 0.0
H -0.7581 -7.3460 1.5304 -0.5 -0.7 0.2
C -4.2158 2.8653 -1.5401 -1.3 0.0 -1.1
C -3.3874 3.0826 -0.3370 -0.4 -1.3 1.9
C -4.3201 3.3389 0.9063 0.7 -0.6 1.0
C -5.2160 2.1670 1.4181 0.5 0.9 -0.9
C -4.3529 0.9654 1.7259 -1.4 -0.2 -1.3
C -3.2932 0.6358 0.6165 0.0 -0.2 3.0
N -2.6115 1.8332 0.0684 -1.3 1.6 3.2
O -1.8642 1.3760 -0.9443 1.2 -0.3 -1.9
C -2.2277 -0.1411 1.4637 1.5 -0.4 -0.7
C -3.9073 -0.2904 -0.4566 0.5 -1.3 -0.4
C -2.3476 4.1694 -0.6598 0.2 -0.8 0.7
H -3.6190 2.5654 -2.4015 -0.1 0.3 -0.2
H -4.7470 3.8014 -1.7122 0.2 0.3 -0.6
H -5.0495 2.1693 -1.4479 0.2 -0.4 0.3
H -3.6773 3.3503 1.7865 0.7 0.9 -0.1
H -4.8708 4.2790 0.8735 0.1 0.1 -0.3
H -6.0217 1.9501 0.7167 -0.2 -0.1 0.1
H -5.5966 2.4086 2.4105 -0.6 0.6 -0.3
H -5.0840 0.1574 1.7505 0.3 -0.5 -0.1
H -4.0973 1.0210 2.7841 1.3 0.2 -0.3
H -2.5489 -1.0424 1.9858 -0.6 -0.3 -0.5
H -1.3594 -0.3977 0.8569 -0.2 -0.6 -0.7
H -1.6478 0.3327 2.2558 -0.9 1.3 0.1
H -4.2565 0.1248 -1.4020 -0.5 0.5 0.3
H -3.2082 -1.0346 -0.8380 0.8 0.2 0.2
H -4.6340 -0.9931 -0.0489 -0.5 0.6 0.2
H -1.7412 4.3453 0.2288 -0.1 0.4 0.1
H -2.7560 5.0804 -1.0972 -0.2 0.0 0.3
H -1.6464 3.7530 -1.3830 -0.1 0.0 -0.1
H -2.5908 1.0884 -1.5020 0.8 -0.7 -1.7
C -5.6246 1.8267 -4.9314 0.5 -1.9 0.9
C -4.3348 1.8769 -5.7726 0.5 0.0 -1.7
C -4.5414 3.1665 -6.5845 -0.6 0.9 0.8
C -3.2979 3.8095 -7.1407 0.3 -0.7 -0.8
C -2.0999 3.8384 -6.1993 -1.6 -1.7 -0.1
C -1.7711 2.4391 -5.5544 -0.6 0.3 -2.5
N -3.0396 1.9352 -5.0582 -1.1 0.4 1.6
O -2.8675 0.9748 -4.0147 -0.6 0.6 -0.6
C -1.0399 1.4435 -6.5294 -1.5 0.9 -0.2
C -0.8293 2.7678 -4.4869 2.4 -0.5 2.3
C -4.3083 0.7394 -6.8666 -0.1 -0.5 0.2
H -5.6881 2.4462 -4.0368 0.6 0.2 -0.2
H -5.7058 0.7941 -4.5919 -0.2 -0.1 0.4
H -6.5471 1.9856 -5.4898 0.4 0.2 -0.5
H -5.3537 2.9483 -7.2778 0.5 -0.2 -0.8
H -5.1302 3.8411 -5.9628 0.6 0.5 0.6
H -3.4305 4.8081 -7.5571 -0.4 0.1 0.1
H -2.9754 3.2088 -7.9911 0.0 -0.1 -0.4
H -2.4174 4.3477 -5.2895 0.6 1.0 -0.3
H -1.3076 4.2089 -6.8497 0.5 0.3 1.0
H -1.6731 1.3655 -7.4131 0.3 0.0 -0.4
H -0.0659 1.8565 -6.7917 0.0 -0.3 0.0
H -1.0001 0.4278 -6.1358 0.4 0.2 0.3
H -0.0551 2.0016 -4.4455 -0.1 -0.4 0.5
H -0.2053 3.6476 -4.6436 -0.4 0.4 -0.4
H -1.2175 2.8489 -3.4716 -0.3 0.0 -0.2
H -3.7373 1.0397 -7.7451 -0.1 0.3 0.0
H -5.2962 0.4265 -7.2047 -0.3 0.4 0.0
H -3.8460 -0.2140 -6.6104 0.2 0.0 0.8
H -2.5877 0.1506 -4.4196 0.0 -0.3 -0.2
C 5.8098 3.0028 -3.1063 0.2 -1.1 0.2
C 4.5025 2.1703 -3.2739 1.5 1.0 -2.0
C 4.7021 1.3625 -4.6077 2.3 -2.1 -0.3
C 5.7636 0.1360 -4.4403 -2.8 0.7 1.3
C 5.1683 -0.7381 -3.2405 0.8 1.5 -2.2
C 5.0832 0.0287 -1.9155 -0.4 -1.2 1.4
N 4.3005 1.3164 -2.0943 -0.9 -1.5 -1.8
O 3.9959 2.0869 -0.9562 0.6 -0.9 -0.6
C 4.2102 -0.8851 -0.9102 0.4 1.5 0.3
C 6.5109 0.1233 -1.2960 0.3 1.4 -0.2
C 3.4232 3.2722 -3.5011 -0.6 -0.4 1.5
H 6.1012 3.3812 -4.0861 -0.2 0.9 0.3
H 6.6677 2.3955 -2.8178 -0.1 -0.3 0.1
H 5.6275 3.6982 -2.2871 0.4 0.6 -0.5
H 3.8224 1.0012 -5.1403 -0.5 -0.3 0.9
H 5.2196 1.8282 -5.4465 -0.2 1.6 0.4
H 6.8011 0.4252 -4.2733 -0.1 0.6 0.7
H 5.9025 -0.4099 -5.3735 -0.8 -0.3 -0.1
H 5.8653 -1.5693 -3.3478 -0.4 -0.6 1.4
H 4.1281 -0.9987 -3.4356 0.2 -0.4 -0.6
H 4.0121 -0.2281 -0.0633 0.3 -0.1 0.5
H 3.1947 -1.1968 -1.1548 0.1 0.2 -1.1
H 4.7243 -1.7752 -0.5476 0.4 0.1 -0.1
H 6.9287 -0.8261 -0.9612 -0.4 0.0 0.2
H 7.2849 0.5675 -1.9217 -0.2 -0.4 -1.1
H 6.6145 0.9048 -0.5432 -0.7 -0.4 1.0
H 3.3711 3.8088 -4.4484 0.5 -0.7 -0.4
H 3.5942 4.0724 -2.7810 -0.1 0.0 0.2
H 2.4287 2.9076 -3.2439 -0.1 -0.2 -0.2
H 4.8094 2.5840 -0.8434 0.1 0.5 1.0
```
Forces are in eV/Å.

Output
HOMO, eV: -5.549
Net charge: -1
Energy relative to the best compared isomer or geometry (same formula, charge and spin), eV: 2.5755
LUMO energy, eV: -1.87